Molecular formula: C45H50F3N6O5RbS
Method: DFT, wB97M-V/def2-TZVPD

```
! RIJCOSX wB97M-V def2-TZVPD def2/J DEFGRID3
* xyz -2 1
Rb -0.700 -1.308 0.700
C -4.206 -0.225 -2.404
C -4.379 -0.352 -0.889
N -3.745 -1.532 -0.340
C -4.197 -2.834 -0.767
C -3.453 -3.356 -2.032
N -2.080 -2.913 -2.080
C -1.574 -2.366 -3.314
C -2.388 -1.164 -3.826
N -2.827 -0.188 -2.857
H -4.733 0.694 -2.699
H -4.732 -1.046 -2.908
H -5.466 -0.309 -0.686
H -3.899 0.520 -0.436
H -3.606 -1.488 0.657
H -5.283 -2.850 -0.963
H -3.997 -3.535 0.044
H -3.972 -3.009 -2.928
H -3.525 -4.452 -2.034
H -1.455 -3.587 -1.661
H -1.520 -3.093 -4.151
H -0.547 -2.048 -3.120
H -3.279 -1.514 -4.360
H -1.767 -0.687 -4.600
H -2.194 -0.026 -2.078
O -1.789 1.464 -0.429
C -1.422 2.561 -1.104
C -0.033 2.370 -1.836
C 1.139 2.358 -0.898
C 1.803 3.545 -0.599
C 2.851 3.526 0.302
C 3.191 2.332 0.911
C 2.488 1.178 0.579
C 2.787 -0.121 1.271
C 2.024 -0.274 2.654
O 0.696 -0.317 2.479
C 2.482 -1.591 3.336
C 3.037 -2.669 2.659
C 3.268 -3.884 3.302
C 2.955 -4.040 4.642
C 2.396 -2.968 5.334
C 2.162 -1.768 4.685
C 2.487 0.919 3.520
C 1.616 1.990 3.679
C 2.009 3.132 4.365
C 3.284 3.215 4.919
C 4.156 2.140 4.782
C 3.755 1.003 4.090
N 1.516 1.192 -0.353
C -1.256 3.769 -0.141
C -1.105 3.488 1.211
C -0.889 4.510 2.129
C -0.833 5.833 1.708
C -1.003 6.126 0.358
C -1.214 5.099 -0.554
C -2.506 2.952 -2.149
C -3.753 3.339 -1.655
C -4.801 3.660 -2.502
C -4.633 3.583 -3.883
C -3.407 3.184 -4.389
C -2.357 2.877 -3.527
H 0.133 3.157 -2.577
H -0.118 1.406 -2.344
H 1.483 4.468 -1.064
H 3.382 4.439 0.546
H 3.973 2.285 1.658
H 3.867 -0.212 1.436
H 2.459 -0.949 0.643
H 3.258 -2.599 1.602
H 3.666 -4.718 2.735
H 3.117 -4.991 5.136
H 2.121 -3.078 6.377
H 1.693 -0.948 5.217
H 0.631 1.891 3.234
H 1.324 3.968 4.458
H 3.592 4.105 5.455
H 5.148 2.185 5.220
H 4.440 0.166 3.989
H -1.150 2.443 1.498
H -0.761 4.271 3.180
H -0.668 6.631 2.423
H -0.976 7.156 0.019
H -1.355 5.335 -1.606
H -3.891 3.375 -0.579
H -5.758 3.955 -2.087
H -5.453 3.817 -4.553
H -3.265 3.090 -5.460
H -1.423 2.535 -3.953
C 4.350 -0.148 -2.701
C 3.439 -1.294 -2.407
C 3.591 -2.660 -2.522
C 2.376 -3.210 -2.038
N 1.553 -2.247 -1.659
N 2.202 -1.097 -1.923
C 1.966 -4.643 -1.915
H 5.367 -0.508 -2.851
H 4.358 0.568 -1.876
H 4.041 0.389 -3.600
H 4.460 -3.189 -2.883
H 1.814 -0.240 -1.516
H 2.843 -5.292 -1.864
H 1.364 -4.957 -2.771
H 1.365 -4.783 -1.018
F -0.379 -5.282 3.505
C -0.632 -5.748 2.279
F -1.705 -6.553 2.363
F 0.409 -6.509 1.910
S -0.919 -4.385 1.093
O -1.949 -3.585 1.733
O -1.348 -5.094 -0.100
O 0.388 -3.763 0.998
*
```

The value obtained for the strongest force on any atom is 1.6 eV Å⁻¹. The relative energy (zero: lowest compared OMol25 entry of this formula, charge and spin) is 1.332 eV. Its gap between HOMO and LUMO is 6.3 eV. The calculation puts the energy at -86301.0932 eV.

=====

Molecular formula: C45H50IrNOP2S3
Method: DFT, wB97M-V/def2-TZVPD

```
! RIJCOSX wB97M-V def2-TZVPD def2/J DEFGRID3
* xyz 1 2
Ir -0.191 -0.093 -0.377
S 1.993 -0.619 0.126
P 1.355 0.100 1.964
C -0.345 0.047 1.796
P -1.231 -1.399 2.055
S -1.374 -2.015 0.086
C -0.588 -2.727 3.093
C 0.335 -3.630 2.567
C 0.900 -4.595 3.385
C 0.553 -4.656 4.728
C -0.364 -3.756 5.256
C -0.937 -2.793 4.441
C -2.876 -1.090 2.724
C -3.860 -2.069 2.597
C -5.134 -1.833 3.084
C -5.429 -0.623 3.702
C -4.449 0.348 3.838
C -3.171 0.117 3.345
C 1.877 1.822 2.104
C 1.105 2.685 2.877
C 1.496 4.007 3.039
C 2.645 4.472 2.412
C 3.409 3.615 1.632
C 3.030 2.289 1.482
C 2.211 -0.755 3.302
C 1.831 -0.490 4.617
C 2.485 -1.118 5.663
C 3.524 -2.003 5.400
C 3.904 -2.265 4.092
C 3.243 -1.648 3.041
H 0.603 -3.575 1.518
H 1.611 -5.300 2.975
H 0.994 -5.411 5.365
H -0.639 -3.810 6.301
H -1.661 -2.100 4.852
H -3.634 -3.013 2.114
H -5.899 -2.592 2.983
H -6.426 -0.443 4.083
H -4.678 1.284 4.332
H -2.392 0.863 3.443
H 0.193 2.321 3.337
H 0.903 4.675 3.649
H 2.946 5.505 2.533
H 4.303 3.977 1.142
H 3.629 1.622 0.872
H 1.024 0.205 4.824
H 2.187 -0.917 6.683
H 4.037 -2.488 6.219
H 4.711 -2.956 3.888
H 3.529 -1.869 2.018
C -1.025 -3.015 -6.360
C -0.498 -2.908 -4.955
C -0.137 -4.043 -4.242
C 0.357 -3.940 -2.949
C 0.772 -5.158 -2.170
C 0.467 -2.684 -2.372
C 0.084 -1.517 -3.044
C -0.375 -1.658 -4.360
N 0.178 -0.289 -2.352
C 0.393 1.002 -3.076
C 1.451 0.883 -4.187
C 1.668 2.248 -4.857
C 2.192 3.261 -3.839
C 1.171 3.406 -2.709
C -0.151 3.922 -3.275
C -0.682 2.926 -4.306
C 0.340 2.751 -5.433
C -0.934 1.578 -3.622
C 0.966 2.028 -2.068
H -1.065 -4.053 -6.688
H -0.391 -2.467 -7.060
H -2.032 -2.601 -6.435
H -0.234 -5.018 -4.705
H 0.708 -6.060 -2.778
H 0.132 -5.294 -1.296
H 1.799 -5.063 -1.813
H 0.904 -2.600 -1.387
H -0.688 -0.802 -4.931
H 1.163 0.163 -4.950
H 2.382 0.517 -3.743
H 2.396 2.127 -5.662
H 2.358 4.230 -4.320
H 3.154 2.930 -3.437
H 1.552 4.094 -1.949
H -0.005 4.906 -3.729
H -0.891 4.035 -2.475
H -1.626 3.293 -4.717
H 0.496 3.706 -5.943
H -0.040 2.048 -6.181
H -1.392 0.896 -4.332
H -1.630 1.689 -2.787
H 0.282 2.152 -1.219
H 1.923 1.658 -1.689
C -3.985 2.742 0.356
S -2.298 2.298 0.742
C -1.534 3.893 0.452
O -1.896 1.444 -0.449
H -4.309 3.513 1.055
H -4.587 1.845 0.489
H -4.042 3.094 -0.673
H -1.857 4.578 1.237
H -1.812 4.269 -0.532
H -0.458 3.746 0.524
*
```

The value obtained for the strongest force on any atom is 1.3 eV Å⁻¹. The relative energy (zero: lowest compared OMol25 entry of this formula, charge and spin) is 0.458 eV. Its gap between HOMO and LUMO (spin up / spin down) is 6.8 / 6.4 eV. The calculation puts the energy at -104932.8241 eV.

=====

Molecular formula: C45H51Br3N10O4
Method: DFT, wB97M-V/def2-TZVPD

```
! RIJCOSX wB97M-V def2-TZVPD def2/J DEFGRID3
* xyz 1 2
N 4.261 2.892 -4.347
C 3.040 2.559 -4.912
C 2.486 1.653 -4.022
C 3.365 1.387 -3.022
C 4.458 2.163 -3.191
H 5.030 3.427 -4.723
H 2.901 2.937 -5.914
H 1.563 1.118 -4.187
H 3.205 0.752 -2.163
H 5.408 2.318 -2.701
N -3.459 3.721 0.990
C -2.629 2.656 1.118
C -1.300 3.072 1.443
C -1.349 4.505 1.546
C -2.669 4.809 1.279
H -4.442 3.674 0.762
H -3.091 1.681 1.071
H -0.421 2.476 1.639
H -0.539 5.079 1.972
H -3.037 5.824 1.248
N -5.397 -2.619 1.042
C -6.437 -2.036 0.264
C -5.741 -1.229 -0.656
C -4.344 -1.295 -0.313
C -4.181 -2.288 0.626
H -5.559 -3.339 1.732
H -7.468 -2.194 0.543
H -6.323 -0.662 -1.368
H -3.556 -0.767 -0.830
H -3.292 -2.666 1.108
N -0.441 -2.437 -2.725
C 0.409 -3.279 -3.458
C -0.287 -4.469 -3.947
C -1.563 -4.206 -3.490
C -1.634 -3.026 -2.692
H -0.198 -1.711 -2.066
H 1.455 -3.020 -3.526
H 0.026 -5.280 -4.587
H -2.424 -4.834 -3.668
H -2.477 -2.635 -2.142
N 2.898 -0.157 2.736
C 2.017 -0.980 3.347
C 1.700 -0.680 4.640
C 2.408 0.546 4.895
C 3.146 0.782 3.742
H 3.193 -0.299 1.780
H 1.544 -1.667 2.661
H 1.082 -1.332 5.240
H 2.633 1.122 5.781
H 3.897 1.552 3.646
N 4.357 -3.735 3.462
C 5.333 -3.772 2.515
C 4.752 -4.061 1.246
C 3.438 -4.387 1.521
C 3.198 -3.998 2.879
H 4.532 -3.631 4.451
H 6.370 -3.619 2.775
H 5.345 -4.200 0.354
H 2.671 -4.574 0.783
H 2.273 -3.964 3.435
N -3.522 0.960 4.226
C -2.398 1.634 4.611
C -1.415 0.763 4.197
C -1.918 -0.481 3.721
C -3.289 -0.308 3.752
H -4.458 1.286 4.420
H -2.349 2.625 5.036
H -0.375 1.053 4.167
H -1.289 -1.261 3.317
H -4.080 -1.015 3.553
N -0.579 -0.388 0.489
C 0.534 0.174 -0.141
C 1.462 -0.807 -0.357
C 0.909 -2.022 0.015
C -0.257 -1.690 0.681
H -1.240 0.171 1.010
H 0.510 1.237 -0.335
H 2.426 -0.708 -0.834
H 1.359 -2.994 -0.124
H -0.919 -2.231 1.341
C 0.698 -6.920 -1.461
Br 2.560 -6.428 -2.139
Br 0.390 -5.637 0.014
Br 0.471 -8.813 -0.898
H -0.089 -6.854 -2.211
C -1.497 1.142 -3.189
C -2.752 1.432 -2.587
C -3.893 0.900 -3.153
C -3.901 0.229 -4.332
C -2.698 0.088 -5.012
C -1.455 0.473 -4.455
N -5.160 -0.333 -4.935
O -5.143 -1.091 -5.810
O -6.213 0.246 -4.723
H -0.686 1.489 -2.567
H -2.796 1.965 -1.648
H -4.780 1.022 -2.549
H -2.663 -0.416 -5.967
H -0.517 0.370 -4.981
C 2.438 3.007 1.366
C 3.378 3.290 0.371
C 3.620 4.618 0.036
C 3.154 5.675 0.871
C 2.398 5.332 1.987
C 2.046 4.047 2.198
N 3.389 7.110 0.495
O 4.181 7.374 -0.415
O 2.774 7.955 1.119
H 2.048 2.008 1.487
H 3.728 2.483 -0.255
H 4.258 4.695 -0.833
H 1.996 6.019 2.718
H 1.467 3.864 3.091
*
```

The value obtained for the strongest force on any atom is 5.8 eV Å⁻¹. Its gap between HOMO and LUMO (spin up / spin down) is 6.5 / 3.0 eV. The calculation puts the energy at -280691.7082 eV.

=====

Molecular formula: C45H51BrIrN4O4S4Si
Method: DFT, wB97M-V/def2-TZVPD

```
! RIJCOSX wB97M-V def2-TZVPD def2/J DEFGRID3
* xyz -1 1
Ir -0.367 0.297 0.180
C 0.804 -1.803 2.576
C 1.672 -1.604 1.371
C 2.970 -2.067 1.425
C 3.781 -1.972 0.294
C 3.251 -1.528 -0.882
C 1.872 -1.158 -0.974
N 1.157 -1.084 0.233
N 1.222 -0.866 -2.071
Si 1.571 -1.598 -3.571
C 2.249 -3.354 -3.389
C 2.841 -0.617 -4.593
C 0.052 -1.784 -4.663
H 0.432 -2.829 2.572
H -0.052 -1.140 2.581
H 1.393 -1.655 3.481
H 3.339 -2.477 2.356
H 4.825 -2.262 0.347
H 3.854 -1.448 -1.777
H 3.201 -3.382 -2.858
H 2.393 -3.816 -4.371
H 1.543 -3.974 -2.827
H 3.860 -0.959 -4.387
H 2.800 0.447 -4.339
H 2.672 -0.717 -5.670
H -0.803 -2.167 -4.107
H 0.305 -2.502 -5.453
H -0.260 -0.856 -5.144
O -1.589 -1.118 1.046
C -2.801 -1.635 0.593
C -3.337 -2.523 1.721
C -4.617 -2.722 2.146
C -4.717 -3.746 3.132
C -3.511 -4.311 3.411
S -2.252 -3.599 2.497
C -2.553 -2.598 -0.582
C -1.318 -2.976 -1.011
C -1.357 -4.001 -2.000
C -2.622 -4.398 -2.294
S -3.772 -3.534 -1.366
C -3.876 -0.590 0.294
C -4.979 -0.637 -0.519
C -5.756 0.549 -0.467
C -5.233 1.472 0.397
S -3.815 0.887 1.143
H -5.454 -2.147 1.774
H -5.642 -4.036 3.612
H -3.294 -5.086 4.130
H -0.413 -2.523 -0.629
H -0.479 -4.418 -2.473
H -2.942 -5.142 -3.007
H -5.210 -1.464 -1.172
H -6.663 0.704 -1.037
H -5.620 2.449 0.646
C 2.103 4.051 1.739
C 2.483 2.868 2.632
C 3.157 1.747 1.849
C 1.296 2.500 3.513
C 1.239 3.191 4.715
C 0.204 3.023 5.620
C -0.756 2.083 5.313
C -0.744 1.335 4.136
C -1.736 0.185 4.067
C -1.329 -0.899 5.077
C -3.178 0.597 4.384
C 0.257 1.577 3.156
O 0.340 0.974 1.980
H 2.896 4.303 1.028
H 1.880 4.933 2.344
H 1.199 3.812 1.181
H 3.240 3.237 3.333
H 2.540 1.379 1.036
H 3.390 0.905 2.503
H 4.098 2.116 1.427
H 2.039 3.892 4.938
H 0.168 3.582 6.547
H -1.539 1.886 6.036
H -1.710 -0.242 3.064
H -1.514 -0.539 6.094
H -0.270 -1.145 5.006
H -1.909 -1.811 4.930
H -3.288 0.877 5.433
H -3.851 -0.246 4.199
H -3.515 1.440 3.779
C -0.071 1.983 -3.875
N -1.388 2.344 -3.368
C -2.051 3.537 -3.594
C -3.222 3.474 -2.928
N -3.262 2.239 -2.322
C -2.134 1.541 -2.576
S -1.780 -0.025 -2.046
H 0.514 2.892 -3.992
H -0.159 1.479 -4.836
H 0.410 1.319 -3.154
H -1.617 4.325 -4.185
H -4.010 4.199 -2.824
H -3.934 1.908 -1.640
Br -2.557 4.900 0.444
C -0.995 5.144 -0.600
C -0.785 6.426 -1.094
C 0.344 6.707 -1.844
C 1.279 5.710 -2.092
C 1.063 4.437 -1.597
C -0.083 4.127 -0.862
C -0.236 2.709 -0.425
O 0.724 1.900 -0.612
O -1.300 2.266 0.076
H -1.510 7.199 -0.877
H 0.499 7.711 -2.221
H 2.177 5.926 -2.657
H 1.782 3.644 -1.754
*
```

The value obtained for the strongest force on any atom is 1.4 eV Å⁻¹. The relative energy (zero: lowest compared OMol25 entry of this formula, charge and spin) is 1.926 eV. Its gap between HOMO and LUMO is 6.3 eV. The calculation puts the energy at -185747.6150 eV.

=====

Question: What is the energy in the third record?
Answer: -280691.7082 eV